Formula: C5H17N2O
Source: OMol25
Level of theory: the ωB97M-V functional and the def2-TZVPD basis

Geometry as XYZ:
```
25
Properties=species:S:1:pos:R:3:forces:R:3
C 1.831 -1.011 -0.548 3.75 2.65 -1.91
H -2.306 -1.041 0.734 -0.65 1.04 0.33
H 1.296 2.003 1.235 0.98 -0.95 -0.14
H 1.223 1.098 -1.052 -0.48 -1.35 1.51
C -0.535 -0.404 1.595 -0.07 -0.70 -2.49
C -0.379 -0.026 0.060 -0.01 -2.62 -1.11
H 0.189 -1.236 1.996 -1.54 1.38 -0.52
H 2.850 1.039 0.829 -0.76 0.65 -0.05
H -1.321 1.342 -1.220 0.54 0.57 -1.92
C 1.116 0.359 -0.148 0.01 -1.27 -2.97
H 1.202 -1.843 -0.548 -0.83 -1.39 -0.04
N -1.916 -0.735 1.645 0.91 -3.63 0.20
H -1.978 -0.764 -3.235 -0.82 -0.53 0.10
H 2.378 -0.891 -1.608 -1.82 -0.35 1.99
H -0.321 0.510 2.080 0.38 1.12 1.29
C 1.756 0.981 1.015 0.90 1.15 2.88
N -1.343 1.103 -0.263 -1.05 1.50 5.05
H -2.446 1.095 -0.025 2.98 -0.51 -0.46
H -0.923 1.844 0.446 -1.34 -0.67 -2.46
H -2.040 -1.564 2.236 -0.83 0.43 0.87
H 1.770 0.404 2.020 -0.30 0.63 -1.69
H -0.684 -0.949 -0.629 0.69 2.11 1.39
H 2.789 -1.187 0.027 -1.44 0.08 0.08
H -0.871 0.004 -3.717 1.42 0.72 -1.61
O -1.337 -0.132 -2.924 -0.63 -0.05 1.69
```
Forces are in eV/Å.

Values from the calculation:
* frontier orbital gap (alpha / beta): 11.3 / 5.4 eV
* net charge: +2
* E: -384.65374 hartree
* energy relative to the best compared isomer or geometry (same formula, charge and spin): 3.8490 eV
* 2S+1: 2

=====

Formula: C2H2AgCl6F4
Source: OMol25
Level of theory: the ωB97M-V functional and the def2-TZVPD basis

Geometry as XYZ:
```
15
Properties=species:S:1:pos:R:3:forces:R:3
Cl -4.291 2.490 -0.647 -0.26 0.18 -0.14
F 1.289 1.690 1.378 -0.26 -0.87 -0.32
C -3.241 1.499 0.390 0.64 -0.88 0.29
Cl 2.169 -1.129 -0.693 0.15 -0.17 -0.16
Cl 2.472 -1.224 -3.582 0.00 0.19 -0.25
Cl -1.545 1.746 -0.063 -0.38 0.27 0.00
F 0.921 -1.674 2.729 0.43 0.66 -0.78
H -3.379 1.790 1.422 0.25 0.09 0.05
Cl -3.651 -0.212 0.304 -0.07 0.30 -0.15
H 3.837 -2.148 -1.978 0.15 0.11 0.14
C 3.306 -1.205 -2.017 -0.25 -0.19 0.38
F -0.992 -1.843 0.594 0.85 1.01 -0.24
Cl 4.484 0.116 -1.907 0.06 -0.05 -0.21
F -1.581 0.274 2.825 -0.13 0.53 -0.57
Ag 0.203 -0.169 1.243 -1.17 -1.18 1.94
```
Forces are in eV/Å.

Values from the calculation:
* frontier orbital gap (alpha / beta): 6.0 / 5.7 eV
* net charge: -2
* E: -3384.90578 hartree
* energy relative to the best compared isomer or geometry (same formula, charge and spin): 0.0000 eV
* 2S+1: 2

=====

Formula: C5H8N2
Source: OMol25
Level of theory: the ωB97M-V functional and the def2-TZVPD basis

Geometry as XYZ:
```
15
Properties=species:S:1:pos:R:3:forces:R:3
C 0.785 1.359 -0.295 0.09 -0.06 -0.01
H 1.465 2.174 -0.500 -0.11 -0.12 0.03
H -2.362 -1.590 -0.085 0.01 0.14 0.07
H -2.421 -0.760 1.479 0.03 0.02 -0.15
H -1.275 2.188 -0.142 0.11 -0.13 0.00
H -3.080 0.028 0.036 0.12 -0.10 0.06
H 2.879 -0.690 -1.207 -0.05 -0.04 0.11
H 0.901 -1.610 0.089 -0.23 0.06 0.03
C -0.950 0.008 0.120 0.03 0.01 -0.01
N 1.226 0.107 -0.181 -0.16 0.11 0.01
N 0.189 -0.697 0.067 -0.03 -0.01 0.01
C 2.407 -0.782 -0.223 0.32 0.22 -0.06
C -0.600 1.343 -0.111 -0.02 -0.03 0.01
H 3.113 -0.461 0.551 -0.07 -0.07 -0.09
C -2.277 -0.615 0.403 -0.05 -0.01 0.00
```
Forces are in eV/Å.

Values from the calculation:
* frontier orbital gap: 8.6 eV
* net charge: 0
* E: -304.70736 hartree
* energy relative to the best compared isomer or geometry (same formula, charge and spin): 3.4868 eV

=====

Formula: C25H48LuP4Se
Source: OMol25
Level of theory: the ωB97M-V functional and the def2-TZVPD basis

Geometry as XYZ:
```
79
Properties=species:S:1:pos:R:3:forces:R:3
C -1.807 -3.469 -0.571 -0.06 0.22 -0.12
H 3.936 -1.821 -2.482 0.00 0.27 0.28
H 0.543 -4.296 1.104 -0.15 0.09 0.14
H 1.098 -0.788 -3.498 0.00 -0.30 0.00
H -1.040 1.962 7.296 0.07 -0.12 -0.33
P -1.166 -2.549 0.891 -0.79 -1.75 0.33
H -0.118 3.776 5.861 -0.23 -0.30 -0.17
H -3.339 -1.721 1.597 0.00 -0.26 0.18
H 1.169 -4.303 -1.272 0.26 0.08 -0.06
H -0.304 3.644 3.422 -0.01 -0.20 0.22
H 3.190 2.808 -3.291 -0.25 0.08 -0.08
H 1.018 0.543 3.787 0.08 -0.20 0.00
C 0.416 3.065 -5.288 0.36 0.08 0.22
C 2.105 -3.732 -1.305 -0.13 -0.11 0.21
H 3.543 -2.372 1.107 -0.15 0.11 0.20
H -3.595 2.262 1.594 0.09 -0.34 -0.03
H 2.838 1.530 1.877 0.11 0.00 0.07
H -3.470 0.575 2.160 0.15 0.14 -0.23
H -0.947 3.308 -0.057 -0.10 0.14 0.06
C 1.426 -0.465 3.656 -0.28 -0.18 0.04
H -2.246 -0.237 3.800 0.33 0.47 0.12
P 1.920 -0.707 1.914 0.98 0.31 0.52
H -2.522 -4.224 -0.213 0.23 0.17 -0.21
P 1.768 -1.938 -1.453 0.58 -0.29 -0.83
C -1.075 1.869 6.210 0.18 0.09 -0.30
H -0.996 -3.970 -1.112 -0.20 0.16 0.11
C 3.473 -1.283 -1.641 -0.07 0.04 0.08
H -1.108 -0.228 -1.818 -0.36 0.01 -0.22
H -2.312 -2.770 -1.249 0.02 -0.26 0.06
H 4.071 -1.440 -0.731 -0.18 0.10 -0.38
H 2.500 3.567 -5.572 -0.10 -0.27 0.16
C -3.103 1.295 1.420 -0.17 -0.17 -0.65
C 2.144 2.770 -3.594 -0.21 0.38 -0.30
C 1.190 -1.840 -3.197 0.05 -0.13 0.15
H 3.718 0.475 0.766 0.01 0.01 0.27
H -2.073 3.825 1.233 0.49 -0.16 0.02
H 0.136 -3.571 2.686 -0.07 -0.12 -0.15
C -1.134 3.287 1.021 0.07 -0.06 -0.20
H -3.726 1.412 -4.648 0.43 0.13 -0.47
H -2.598 2.330 -7.487 -0.10 -0.62 0.84
C 1.154 2.323 -2.687 -0.48 -0.18 -0.19
H 4.050 0.395 2.523 -0.21 -0.05 -0.12
C -0.548 2.660 -4.357 0.48 -0.21 -0.36
C -0.678 2.814 4.015 0.07 -0.37 -0.03
H 2.248 -3.122 2.048 0.16 0.11 0.02
H -0.288 3.781 1.520 -0.27 -0.16 -0.29
H 2.679 -4.036 -2.191 -0.13 0.03 0.23
C -3.295 1.278 -5.654 -1.11 -1.69 0.38
C 1.762 3.166 -4.879 -0.16 -0.10 0.11
H -0.979 -4.733 1.925 0.16 0.26 -0.11
C -2.807 2.319 -6.395 0.30 2.31 -1.15
H 1.936 -2.359 -3.820 -0.34 0.20 0.02
H 3.423 -0.206 -1.861 0.19 -0.34 0.00
P -1.288 1.531 1.559 -1.11 1.10 1.72
H -2.002 -0.070 6.244 0.04 0.27 -0.30
H -2.706 3.324 -5.942 -0.19 -0.66 -0.27
C -1.254 1.691 3.400 0.35 -0.21 0.42
H -3.416 0.268 -6.082 0.30 0.54 0.20
H -3.338 0.934 0.410 -0.27 0.10 0.17
H -0.943 1.856 -2.425 0.18 0.14 -0.06
H 2.690 -3.964 -0.406 -0.16 0.09 -0.24
C 2.908 -2.252 1.993 -0.11 -0.34 -0.06
Lu -0.093 -0.280 -0.191 0.08 -0.53 0.70
H 0.124 3.295 -6.318 0.26 0.08 0.43
C 3.268 0.530 1.767 -0.06 0.10 -0.30
C -0.185 2.259 -3.090 -0.13 -0.26 0.17
H -1.587 2.596 -4.631 -0.07 0.27 0.20
C -1.633 0.738 5.607 -0.28 0.06 0.23
H -2.417 -2.388 2.983 -0.11 -0.02 -0.27
C -2.679 -2.532 1.926 -0.07 0.37 -0.04
C -0.575 2.893 5.406 -0.18 0.08 0.13
H 0.631 -1.185 3.889 0.13 0.18 0.13
H 0.208 -2.328 -3.280 0.32 0.19 -0.08
H 3.557 -2.265 2.878 -0.18 0.16 -0.19
H 2.260 -0.611 4.357 -0.13 -0.01 -0.32
H -3.190 -3.499 1.799 0.14 0.36 0.14
C -0.272 -3.913 1.728 0.26 0.08 0.13
C -1.759 0.654 4.225 0.30 0.10 -0.38
Se 1.514 1.855 -0.915 1.18 0.73 -0.33
```
Forces are in eV/Å.

Values from the calculation:
* frontier orbital gap (alpha / beta): 2.5 / 4.8 eV
* net charge: +3
* E: -5982.71675 hartree
* energy relative to the best compared isomer or geometry (same formula, charge and spin): 0.0000 eV

=====

Formula: C10H25AgN2O2P
Source: OMol25
Level of theory: the ωB97M-V functional and the def2-TZVPD basis

Geometry as XYZ:
```
41
Properties=species:S:1:pos:R:3:forces:R:3
N 0.303 3.252 0.496 0.53 0.18 -0.32
C -0.019 0.084 -0.566 -0.24 0.30 0.66
H -3.280 -3.428 2.799 0.01 0.05 -0.01
C -2.367 -2.928 2.493 0.04 -0.15 0.16
H 0.864 -1.845 -2.175 -0.01 -0.02 0.05
H 1.125 2.638 -1.313 0.09 -0.02 0.05
H -0.512 0.807 0.084 0.00 0.03 -0.04
H -2.177 5.483 0.142 0.00 -0.05 0.01
N 1.682 -4.443 -2.100 0.25 -0.06 0.14
H 2.013 0.018 -1.314 -0.04 0.02 0.00
H -1.069 -0.729 2.236 0.17 -0.05 -0.19
H -0.321 0.308 -1.590 0.03 -0.10 -0.02
C 1.999 1.447 0.304 -0.13 -0.03 0.01
H -1.790 -3.606 1.856 -0.04 0.07 -0.01
H 1.839 -0.690 0.262 0.09 0.08 0.01
C -0.374 4.343 -0.020 -0.18 0.29 0.34
O 0.126 5.091 -0.859 0.01 -0.39 -0.77
H 3.086 1.465 0.217 -0.04 -0.06 0.11
H -1.778 -2.648 3.368 -0.02 0.05 -0.05
H 0.588 3.460 1.452 -0.53 -0.44 0.19
H 1.765 1.409 1.373 0.08 0.08 -0.03
C -1.759 4.546 0.497 0.10 0.19 0.28
H 1.899 -3.239 -0.319 0.00 0.00 -0.06
H -2.277 0.046 1.102 0.07 -0.12 -0.26
P -0.654 -1.593 -0.190 1.34 -0.79 -2.04
H -0.476 -2.995 -2.226 0.00 0.09 -0.04
O -2.762 -1.767 1.751 -0.08 -0.26 -0.22
H -1.893 -2.033 -0.686 -0.26 0.16 0.39
H -1.744 4.544 1.591 -0.05 -0.02 -0.03
C 1.458 2.761 -0.278 0.28 0.09 0.12
H -2.378 3.701 0.188 0.00 0.06 -0.03
H 2.268 3.495 -0.272 -0.09 0.04 -0.12
H 2.041 -5.335 -1.778 -0.10 0.03 -0.03
C 0.275 -2.543 -1.577 -0.18 0.11 0.28
H 0.046 -2.317 0.792 -0.28 0.10 0.33
Ag 0.448 5.918 -2.887 -0.05 0.07 0.20
C 1.510 0.152 -0.355 -0.02 -0.13 -0.24
C -1.819 -0.880 1.450 -0.61 0.59 1.25
C 1.144 -3.662 -1.004 -0.06 0.02 -0.03
H 0.514 -4.319 -0.396 0.03 -0.02 -0.03
H 2.457 -3.969 -2.551 -0.10 0.02 -0.02
```
Forces are in eV/Å.

Values from the calculation:
* frontier orbital gap (alpha / beta): 6.6 / 6.3 eV
* net charge: +2
* E: -1143.62668 hartree
* 2S+1: 2

=====

Formula: C39H27N10ORhSe
Source: OMol25
Level of theory: the ωB97M-V functional and the def2-TZVPD basis

Geometry as XYZ:
```
79
Properties=species:S:1:pos:R:3:forces:R:3
H 4.067 -2.181 -2.287 0.04 0.01 -0.02
H -0.927 -2.047 -5.299 -0.01 -0.01 0.00
H -3.940 4.735 2.277 -0.02 -0.02 -0.01
C 2.072 -3.626 2.786 0.06 0.02 -0.01
C 2.347 0.974 -0.660 0.16 0.11 0.13
C -2.804 3.669 5.317 -0.01 0.02 -0.01
H -4.218 5.166 4.712 0.01 0.01 0.00
H -1.363 2.093 5.652 -0.01 0.00 0.00
H 2.220 -0.606 -2.621 -0.01 0.02 0.01
C -1.768 2.452 3.571 -0.02 0.00 0.02
N -1.887 1.285 -1.222 0.00 0.01 -0.03
C -2.528 2.450 -0.970 0.02 -0.05 0.00
H 3.456 1.915 0.910 0.01 0.00 0.01
C 4.161 -1.199 -1.816 -0.09 0.04 0.02
C 0.316 -0.464 2.764 0.00 -0.05 -0.04
H 4.112 1.312 -1.495 0.01 -0.03 0.04
H 2.325 0.673 1.437 -0.02 0.01 0.00
H -4.492 3.325 -5.774 0.02 0.01 -0.01
C 0.132 -2.344 -1.004 0.04 -0.04 0.02
H 2.834 -1.642 -0.176 -0.03 -0.04 0.04
N -2.678 3.059 0.192 -0.08 -0.05 0.01
N 0.116 -0.839 1.477 -0.03 0.01 0.07
H 4.467 -2.187 0.056 0.00 0.00 -0.01
C -1.915 2.680 4.931 0.03 0.02 -0.02
N -2.553 -0.646 0.739 0.03 0.00 0.18
C -4.094 3.199 -4.775 -0.02 0.00 0.01
H 1.406 -4.833 -1.862 0.00 0.01 0.00
C -2.852 1.960 -3.183 -0.05 -0.03 -0.01
H 5.199 -0.876 -1.957 0.01 -0.02 0.01
C -0.924 -1.115 -2.531 -0.05 -0.06 0.01
C 1.138 -1.475 3.412 -0.06 -0.01 0.03
C -4.371 4.168 -3.804 0.00 0.00 -0.01
C -3.331 2.081 -4.479 0.04 0.01 0.00
C -2.780 -1.293 1.702 -0.12 0.10 -0.16
H -3.114 1.325 -5.221 -0.01 0.00 0.00
H -2.954 3.872 6.369 0.00 0.00 0.00
C -0.425 -2.660 -4.563 0.00 0.00 0.02
C 0.685 -2.057 1.247 0.08 0.04 0.01
H 1.359 -5.533 -4.249 0.00 0.00 0.00
C -0.396 -2.279 -3.226 0.02 0.03 -0.02
C -3.527 4.407 4.371 0.01 0.00 0.03
C -2.491 3.182 2.629 -0.01 0.01 0.04
C 4.185 -0.128 0.588 -0.06 -0.02 -0.04
H 3.595 0.000 -3.542 -0.04 -0.01 -0.01
H -4.968 5.029 -4.074 0.00 0.00 0.00
H 4.377 -0.484 1.601 0.00 0.03 0.01
C 0.262 -3.053 -2.267 -0.01 -0.02 -0.01
O 1.142 0.856 -0.811 -0.69 -0.01 0.09
N 0.691 -2.744 0.124 0.01 0.01 -0.03
C 3.236 -0.216 -2.537 0.03 -0.06 -0.01
C 1.627 -1.586 4.708 0.05 0.04 -0.02
H 5.113 0.345 0.251 0.02 -0.02 0.01
Se -3.171 -2.245 3.113 -0.01 -0.05 0.06
H 1.454 -0.802 5.433 -0.04 -0.02 0.01
H 3.105 -4.624 4.368 0.02 0.01 0.00
H 2.233 -4.402 2.049 -0.02 -0.01 0.01
C -2.152 2.629 1.322 0.26 0.14 -0.09
C -3.898 4.041 -2.508 0.03 0.01 0.00
C 2.340 -2.728 5.026 0.00 0.00 0.00
N -1.230 1.646 1.493 -0.36 -0.36 0.05
C 3.055 0.926 0.669 -0.01 0.00 -0.01
Rh -0.898 0.211 0.131 0.79 -0.04 -0.31
C 3.876 -1.346 -0.310 0.01 0.01 -0.01
C 0.216 -3.836 -4.906 0.00 -0.01 0.00
H -4.105 4.784 -1.751 -0.03 -0.02 0.01
N -0.581 -1.208 -1.226 -0.04 0.04 -0.01
C 0.871 -4.616 -3.942 0.00 0.01 0.00
C -2.062 0.922 -2.525 0.08 0.05 0.00
H 2.731 -2.853 6.027 0.00 0.00 0.00
N 3.176 1.036 -1.762 -0.05 0.14 -0.02
C 2.558 -3.737 4.077 -0.01 0.00 0.00
H 0.214 -4.165 -5.937 0.00 0.00 0.00
C -3.382 4.174 3.014 0.04 0.03 -0.01
C -3.138 2.919 -2.214 -0.02 0.01 0.02
C 0.904 -4.236 -2.613 -0.01 -0.01 0.00
C -0.995 1.463 2.827 0.31 0.18 -0.06
C 1.361 -2.477 2.465 -0.09 -0.05 0.02
N -1.612 -0.151 -3.130 0.01 0.00 0.01
N -0.207 0.578 3.393 -0.12 -0.06 0.01
```
Forces are in eV/Å.

Values from the calculation:
* frontier orbital gap (alpha / beta): 5.0 / 5.0 eV
* net charge: 0
* E: -4637.34160 hartree
* energy relative to the best compared isomer or geometry (same formula, charge and spin): 0.0000 eV

=====

Which of these has the lowest E? C25H48LuP4Se